Molecular formula: C30H55Cl10N5
Method: DFT, ωB97M-V/def2-TZVPD

Last columns: bonded neighbours and bond lengths (Å).
Positions of all 100 atoms, in Å:
1 C -5.400 1.030 -0.772  C2 1.508, H6 1.114, H7 1.067, H8 1.090
2 C -4.728 0.923 -2.118  C1 1.508, C3 1.518, H9 1.084, H10 1.115
3 C -3.640 -0.130 -2.013  C2 1.518, C4 1.474, H11 1.089, H12 1.088
4 C -4.053 -1.501 -1.665  C3 1.474, N5 1.146
5 N -4.219 -2.624 -1.513  C4 1.146
6 H -5.920 2.002 -0.609  C1 1.114
7 H -4.618 1.040 -0.046  C1 1.067
8 H -6.113 0.236 -0.548  C1 1.090
9 H -4.247 1.863 -2.365  C2 1.084
10 H -5.374 0.622 -2.975  C2 1.115
11 H -2.891 0.146 -1.274  C3 1.089
12 H -3.110 -0.250 -2.956  C3 1.088
13 C 4.832 -5.693 0.294  C14 1.492, H18 1.077, H19 1.082, H20 1.072
14 C 4.943 -4.554 1.251  C13 1.492, C15 1.544, H21 1.089, H22 1.107
15 C 3.682 -4.354 2.119  C14 1.544, C16 1.492, H23 1.053, H24 1.080
16 C 2.493 -3.943 1.316  C15 1.492, N17 1.161
17 N 1.533 -3.777 0.684  C16 1.161
18 H 5.671 -5.707 -0.381  C13 1.077
19 H 3.944 -5.697 -0.324  C13 1.082
20 H 4.870 -6.644 0.788  C13 1.072
21 H 5.198 -3.617 0.758  C14 1.089
22 H 5.819 -4.718 1.907  C14 1.107
23 H 3.883 -3.703 2.922  C15 1.053
24 H 3.491 -5.321 2.560  C15 1.080
25 C -6.325 -3.340 1.073  C26 1.500, H30 1.083, H31 1.088, H32 1.105
26 C -5.591 -3.239 2.377  C25 1.500, C27 1.529, H33 1.084, H34 1.092
27 C -4.097 -3.372 2.079  C26 1.529, C28 1.480, H35 1.085, H36 1.089
28 C -3.540 -2.072 1.643  C27 1.480, N29 1.171
29 N -3.085 -1.074 1.232  C28 1.171
30 H -7.386 -3.284 1.280  C25 1.083
31 H -6.166 -4.288 0.563  C25 1.088
32 H -5.998 -2.559 0.362  C25 1.105
33 H -5.870 -4.022 3.071  C26 1.084
34 H -5.795 -2.282 2.861  C26 1.092
35 H -3.867 -4.078 1.288  C27 1.085
36 H -3.555 -3.637 2.985  C27 1.089
37 C -2.104 6.805 0.786  C38 1.536, H42 1.079, H43 1.095, H44 1.090
38 C -1.681 5.581 -0.040  C37 1.536, C39 1.502, H45 1.059, H46 1.126
39 C -2.715 5.093 -1.014  C38 1.502, C40 1.467, H47 1.064, H48 1.106
40 C -4.013 4.694 -0.458  C39 1.467, N41 1.145
41 N -4.995 4.353 0.020  C40 1.145
42 H -2.917 6.435 1.392  C37 1.079
43 H -2.452 7.614 0.134  C37 1.095
44 H -1.346 7.129 1.500  C37 1.090
45 H -1.369 4.777 0.574  C38 1.059
46 H -0.729 5.830 -0.588  C38 1.126
47 H -2.377 4.278 -1.609  C39 1.064
48 H -2.954 5.839 -1.796  C39 1.106
49 C 4.361 -0.890 1.161  C50 1.509, H54 1.109, H55 1.107, H56 1.077
50 C 4.767 0.559 1.066  C49 1.509, C51 1.523, H57 1.102, H58 1.075
51 C 3.760 1.439 0.337  C50 1.523, C52 1.492, H59 1.103, H60 1.133
52 C 3.398 0.996 -1.041  C51 1.492, N53 1.130
53 N 3.066 0.833 -2.109  C52 1.130
54 H 3.363 -0.953 1.642  C49 1.109
55 H 5.114 -1.330 1.842  C49 1.107
56 H 4.376 -1.334 0.180  C49 1.077
57 H 5.787 0.510 0.652  C50 1.102
58 H 4.895 1.106 1.982  C50 1.075
59 H 4.065 2.494 0.234  C51 1.103
60 H 2.800 1.444 0.939  C51 1.133
61 Cl 1.995 -3.884 -3.616  C62 1.746
62 C 3.136 -3.072 -2.573  Cl61 1.746, C63 1.559, H65 1.076, H66 1.086
63 C 4.564 -3.243 -3.176  C62 1.559, Cl64 1.813, H67 1.113, H68 1.084
64 Cl 5.769 -2.577 -1.996  C63 1.813
65 H 3.131 -3.408 -1.551  C62 1.076
66 H 2.854 -2.023 -2.554  C62 1.086
67 H 4.686 -2.768 -4.175  C63 1.113
68 H 4.817 -4.283 -3.340  C63 1.084
69 Cl -2.383 3.552 2.946  C70 1.755
70 C -2.342 2.218 4.086  Cl69 1.755, C71 1.505, H73 1.083, H74 1.069
71 C -3.353 1.243 3.544  C70 1.505, Cl72 1.788, H75 1.093, H76 1.100
72 Cl -3.470 -0.167 4.637  C71 1.788
73 H -2.562 2.571 5.086  C70 1.083
74 H -1.329 1.886 4.006  C70 1.069
75 H -2.906 0.864 2.621  C71 1.093
76 H -4.361 1.626 3.329  C71 1.100
77 Cl 0.889 0.063 -6.256  C78 1.768
78 C 2.071 -0.019 -4.944  Cl77 1.768, C79 1.533, H81 1.112, H82 1.088
79 C 3.445 0.358 -5.509  C78 1.533, Cl80 1.732, H83 1.111, H84 1.080
80 Cl 4.131 -0.917 -6.459  C79 1.732
81 H 2.064 -1.089 -4.639  C78 1.112
82 H 1.790 0.711 -4.188  C78 1.088
83 H 4.088 0.573 -4.629  C79 1.111
84 H 3.406 1.261 -6.102  C79 1.080
85 Cl 2.014 6.281 0.717  C86 1.794
86 C 2.047 5.419 2.291  Cl85 1.794, C87 1.478, H89 1.098, H90 1.071
87 C 1.424 4.089 2.127  C86 1.478, Cl88 1.756, H91 1.114, H92 1.060
88 Cl 1.324 3.252 3.668  C87 1.756
89 H 1.499 6.011 3.036  C86 1.098
90 H 3.075 5.337 2.580  C86 1.071
91 H 1.957 3.418 1.414  C87 1.114
92 H 0.417 4.172 1.806  C87 1.060
93 Cl -0.378 -0.858 -2.548  C94 1.785
94 C -0.323 -1.593 -0.923  Cl93 1.785, C95 1.542, H97 1.081, H98 1.102
95 C 0.646 -0.935 0.080  C94 1.542, Cl96 1.772, H99 1.124, H100 1.091
96 Cl 0.371 0.793 0.360  C95 1.772
97 H 0.052 -2.604 -0.990  C94 1.081
98 H -1.355 -1.550 -0.540  C94 1.102
99 H 1.697 -0.978 -0.317  C95 1.124
100 H 0.537 -1.414 1.054  C95 1.091

The energy relative to the best compared isomer or geometry (same formula, charge and spin) is 4.0 kcal per mole. Its spin multiplicity is 1. The calculated total energy is -164677.003 eV. The calculation puts the HOMO energy at -10.186 eV. As for the SMILES: CCCC#N.CCCC#N.CCCC#N.CCCC#N.CCCC#N.ClCCCl.ClCCCl.ClCCCl.ClCCCl.ClCCCl.

---

Molecular formula: C30H56N10O9P2
Method: DFT, ωB97M-V/def2-TZVPD

Last columns: bonded neighbours and bond lengths (Å).
Positions of all 107 atoms, in Å:
1 N -0.393 0.934 0.039  H2 1.032, H3 1.090, H4 1.019, H5 1.023
2 H -0.260 0.240 0.791  N1 1.032
3 H -1.075 1.722 0.357  N1 1.090
4 H -0.854 0.554 -0.787  N1 1.019
5 H 0.501 1.328 -0.263  N1 1.023
6 O -2.077 2.656 0.889  H7 0.959
7 H -2.982 2.553 1.189  O6 0.959
8 C 2.277 2.959 1.592  C9 1.385, C13 1.387, H17 1.081
9 C 0.945 3.147 1.922  C8 1.385, C10 1.387, H18 1.082
10 C 0.373 2.408 2.947  C9 1.387, C11 1.379, H19 1.081
11 C 1.106 1.399 3.536  C10 1.379, C12 1.388, N14 1.465
12 C 2.416 1.137 3.162  C11 1.388, C13 1.383, H20 1.078
13 C 3.012 1.977 2.238  C8 1.387, C12 1.383, H21 1.084
14 N 0.507 0.555 4.572  C11 1.465, O15 1.220, O16 1.219
15 O 1.202 -0.305 5.089  N14 1.220
16 O -0.651 0.774 4.884  N14 1.219
17 H 2.795 3.636 0.929  C8 1.081
18 H 0.329 3.920 1.482  C9 1.082
19 H -0.656 2.598 3.219  C10 1.081
20 H 2.885 0.250 3.556  C12 1.078
21 H 4.063 1.821 2.027  C13 1.084
22 C -5.022 1.348 -5.403  C23 1.386, C27 1.396, H31 1.083
23 C -4.457 1.947 -4.288  C22 1.386, C24 1.386, H32 1.081
24 C -3.459 1.297 -3.578  C23 1.386, C25 1.380, H33 1.082
25 C -2.977 0.105 -4.080  C24 1.380, C26 1.384, N28 1.464
26 C -3.533 -0.507 -5.190  C25 1.384, C27 1.378, H34 1.081
27 C -4.557 0.117 -5.868  C22 1.396, C26 1.378, H35 1.081
28 N -1.885 -0.584 -3.391  C25 1.464, O29 1.217, O30 1.216
29 O -1.399 -1.578 -3.898  N28 1.217
30 O -1.457 -0.049 -2.386  N28 1.216
31 H -5.854 1.856 -5.874  C22 1.083
32 H -4.776 2.936 -3.990  C23 1.081
33 H -2.959 1.791 -2.756  C24 1.082
34 H -3.242 -1.509 -5.471  C26 1.081
35 H -5.110 -0.345 -6.674  C27 1.081
36 C -5.296 1.650 4.305  C37 1.385, C41 1.396, H45 1.083
37 C -3.972 1.310 4.081  C36 1.385, C38 1.382, H46 1.082
38 C -3.575 0.824 2.850  C37 1.382, C39 1.384, H47 1.081
39 C -4.527 0.614 1.868  C38 1.384, C40 1.387, N42 1.456
40 C -5.868 0.857 2.126  C39 1.387, C41 1.376, H48 1.084
41 C -6.258 1.416 3.322  C36 1.396, C40 1.376, H49 1.081
42 N -4.090 0.189 0.546  C39 1.456, O43 1.214, O44 1.219
43 O -4.807 0.433 -0.403  N42 1.214
44 O -3.096 -0.515 0.481  N42 1.219
45 H -5.629 1.950 5.291  C36 1.083
46 H -3.247 1.395 4.880  C37 1.082
47 H -2.545 0.563 2.653  C38 1.081
48 H -6.539 0.663 1.297  C40 1.084
49 H -7.306 1.526 3.565  C41 1.081
50 O 0.179 -1.014 1.921  P51 1.479
51 P -0.006 -2.481 1.959  O50 1.479, N52 1.656, N55 1.671, N58 1.652
52 N 1.338 -3.342 2.401  P51 1.656, C53 1.459, C54 1.445
53 C 2.591 -2.608 2.541  N52 1.459, H61 1.101, H62 1.090, H63 1.085
54 C 1.421 -4.783 2.470  N52 1.445, H64 1.094, H65 1.091, H66 1.090
55 N -0.519 -3.085 0.488  P51 1.671, C56 1.442, C57 1.451
56 C 0.156 -2.628 -0.701  N55 1.442, H67 1.101, H68 1.091, H69 1.091
57 C -1.267 -4.318 0.326  N55 1.451, H70 1.095, H71 1.100, H72 1.084
58 N -1.179 -3.037 2.981  P51 1.652, C59 1.465, C60 1.458
59 C -2.585 -2.679 2.774  N58 1.465, H73 1.090, H74 1.090, H75 1.089
60 C -0.856 -3.275 4.383  N58 1.458, H76 1.088, H77 1.090, H78 1.098
61 H 3.078 -2.461 1.564  C53 1.101
62 H 3.311 -3.149 3.155  C53 1.090
63 H 2.406 -1.620 2.951  C53 1.085
64 H 2.244 -5.124 1.834  C54 1.094
65 H 0.552 -5.212 1.969  C54 1.091
66 H 1.467 -5.153 3.494  C54 1.090
67 H 0.998 -3.267 -1.011  C56 1.101
68 H -0.525 -2.528 -1.548  C56 1.091
69 H 0.581 -1.643 -0.502  C56 1.091
70 H -2.098 -4.164 -0.370  C57 1.095
71 H -0.619 -5.086 -0.120  C57 1.100
72 H -1.652 -4.699 1.265  C57 1.084
73 H -2.756 -1.664 3.135  C59 1.090
74 H -2.756 -2.671 1.697  C59 1.090
75 H -3.258 -3.420 3.202  C59 1.089
76 H 0.088 -3.809 4.469  C60 1.088
77 H -1.629 -3.870 4.871  C60 1.090
78 H -0.732 -2.358 4.973  C60 1.098
79 O 1.818 2.075 -1.496  P80 1.473
80 P 3.033 1.656 -2.215  O79 1.473, N81 1.669, N84 1.664, N87 1.670
81 N 4.106 2.862 -2.638  P80 1.669, C82 1.469, C83 1.466
82 C 3.580 3.803 -3.635  N81 1.469, H90 1.088, H91 1.091, H92 1.093
83 C 4.805 3.533 -1.538  N81 1.466, H93 1.097, H94 1.087, H95 1.088
84 N 2.705 0.929 -3.675  P80 1.664, C85 1.460, C86 1.445
85 C 1.577 0.004 -3.719  N84 1.460, H96 1.089, H97 1.095, H98 1.092
86 C 3.727 0.653 -4.659  N84 1.445, H99 1.089, H100 1.091, H101 1.097
87 N 3.977 0.604 -1.327  P80 1.670, C88 1.445, C89 1.458
88 C 5.365 0.298 -1.591  N87 1.445, H102 1.098, H103 1.091, H104 1.092
89 C 3.323 -0.372 -0.463  N87 1.458, H105 1.098, H106 1.094, H107 1.086
90 H 3.197 3.269 -4.502  C82 1.088
91 H 4.432 4.388 -3.985  C82 1.091
92 H 2.774 4.430 -3.244  C82 1.093
93 H 4.088 4.069 -0.904  C83 1.097
94 H 5.569 4.193 -1.939  C83 1.087
95 H 5.235 2.778 -0.883  C83 1.088
96 H 0.984 0.110 -2.812  C85 1.089
97 H 0.919 0.296 -4.544  C85 1.095
98 H 1.885 -1.035 -3.860  C85 1.092
99 H 3.287 0.632 -5.655  C86 1.089
100 H 4.503 1.420 -4.645  C86 1.091
101 H 4.291 -0.253 -4.403  C86 1.097
102 H 5.504 -0.451 -2.382  C88 1.098
103 H 5.918 1.157 -1.975  C88 1.091
104 H 5.843 -0.026 -0.665  C88 1.092
105 H 3.731 -0.224 0.545  C89 1.098
106 H 3.576 -1.408 -0.711  C89 1.094
107 H 2.250 -0.204 -0.437  C89 1.086

Its spin multiplicity is 1. The calculated total energy is -83919.616 eV. The calculation puts the HOMO energy at -7.135 eV.